(1)
ORCA calculation (ωB97M-V/def2-TZVPD) on the ion C5H13N3 with charge +2.

Each line ends with the Mulliken charge.
Atoms and positions in Å:
1 C -0.88653 -0.79174 0.48194  0.00
2 C 1.31572 -0.11444 0.21656  -0.46
3 C 0.70466 -2.07837 1.71495  -0.85
4 C -2.29971 0.87778 -0.69550  -0.70
5 C 0.96262 1.85814 -1.17449  -0.61
6 N 0.36672 -1.13220 0.72354  0.11
7 N -1.18940 -0.04608 -0.54787  0.00
8 N 0.66937 0.45534 -0.93830  -0.18
9 H -1.80612 -1.17387 0.95089  0.39
10 H 1.37724 0.66831 0.89077  0.36
11 H 2.22426 -0.73597 0.00296  0.42
12 H -0.16095 -2.51154 2.31006  0.33
13 H 1.17949 -3.00504 1.35320  0.38
14 H 1.63158 -1.89589 2.22325  0.40
15 H -2.64182 0.67192 -1.70537  0.32
16 H -1.89972 2.01457 -0.51211  0.32
17 H -3.18801 0.64289 -0.00693  0.39
18 H 0.05510 2.21017 -1.58685  0.34
19 H 1.21538 2.21782 -0.12901  0.28
20 H 1.78948 1.89613 -1.76524  0.38
21 H 0.58064 -0.02794 -1.80646  0.40

Force components x, y, z for each atom (eV/Å):
C -0.002 -0.846 -0.308
C -0.485 -3.677 -1.433
C 0.641 -3.591 1.349
C 0.139 1.981 0.085
C -1.624 -0.425 4.257
N -2.149 1.606 -0.013
N 2.475 1.253 0.432
N -2.287 -0.679 0.224
H 0.734 -0.455 0.356
H 0.840 1.178 1.714
H -0.262 1.219 -0.116
H 1.094 1.306 -0.468
H -0.866 -0.128 -1.368
H -0.128 1.607 1.336
H -0.189 0.806 -0.146
H -1.262 -2.689 -0.447
H 1.592 0.292 -0.438
H -0.529 1.375 -0.651
H -0.526 0.587 -1.627
H 2.273 0.424 -2.097
H 0.520 -1.141 -0.641

**Charge**: +2
**Maximum force**: 4.58 eV Å⁻¹
**Orbital gap (spin up / spin down)**: 7.770 / 7.769 eV
**Energy relative to the best compared isomer or geometry (same formula, charge and spin)**: 4.291 eV
**E**: -361.764489 hartree

=====

(2)
ORCA calculation (ωB97M-V/def2-TZVPD) on an isolated molecule of C5H13N3O.

Each line ends with the Mulliken charge.
Atoms and positions in Å:
1 H -2.40130 -0.10619 2.29808  0.24
2 N -1.54403 -0.59612 2.00350  -0.76
3 N -0.70306 0.09992 1.41692  0.17
4 C 0.17906 -0.73608 0.38955  0.89
5 C 1.33592 -1.34075 1.18180  -1.76
6 O -0.54887 -1.76736 -0.28025  -0.53
7 C 0.56621 0.34678 -0.64260  0.43
8 C 1.67532 1.29141 -0.17622  -1.49
9 N -0.63592 1.26593 -1.07180  -0.49
10 C -1.95769 0.70474 -1.21118  -0.83
11 H 2.15314 -1.64282 0.51762  0.37
12 H 1.72668 -0.65031 1.93503  0.40
13 H 0.99954 -2.24664 1.70041  0.48
14 H 0.06579 -2.44843 -0.59977  0.37
15 H 0.88550 -0.14396 -1.56828  0.35
16 H 2.65243 0.79934 -0.22958  0.31
17 H 1.51694 1.62257 0.85412  0.32
18 H 1.72980 2.19274 -0.79566  0.41
19 H -0.40013 1.68197 -1.97464  0.27
20 H -2.45817 0.33642 -0.31152  0.21
21 H -2.10786 -0.09753 -1.93831  0.29
22 H -2.72930 1.43440 -1.49721  0.35

Force components x, y, z for each atom (eV/Å):
H 1.062 1.019 1.012
N 0.464 -1.155 -2.057
N -1.335 -1.076 -0.567
C -0.055 0.393 0.842
C 0.194 -0.056 -0.093
O -0.070 0.483 0.549
C -1.330 1.560 -0.908
C 0.105 -0.100 0.170
N 1.020 -0.728 0.654
C -1.744 -0.485 -0.165
H -0.027 0.131 0.020
H -0.018 -0.037 -0.231
H -0.186 0.286 -0.079
H -0.152 0.422 0.360
H 0.144 -0.397 0.247
H -0.102 0.017 0.047
H -0.115 -0.040 -0.127
H -0.139 -0.239 -0.015
H 0.227 -0.198 0.469
H 0.872 -0.105 0.284
H 0.457 -0.253 -0.152
H 0.727 0.561 -0.259

**SMILES**: [H]/N=N/[C@@](C)(O)[C@H](C)NC
**Charge**: 0
**Maximum force**: 2.40 eV Å⁻¹
**Orbital gap**: 9.084 eV
**Energy relative to the best compared isomer or geometry (same formula, charge and spin)**: 3.838 eV
**E**: -437.713028 hartree

=====

(3)
ORCA calculation (ωB97M-V/def2-TZVPD) on a cluster of 2 separate species, C5H13N3O in total.

Each line ends with the Mulliken charge.
Atoms and positions in Å:
1 H 1.27872 2.04326 -1.42138  0.19
2 N 1.38649 1.47437 -0.58940  -0.77
3 C 1.36753 0.22817 -0.82112  0.84
4 N 1.36729 -0.39070 -2.05454  -0.46
5 O 1.61017 -0.68394 0.17829  -0.39
6 C 1.66993 -0.18366 1.50580  -0.68
7 H 1.61178 -1.36777 -2.06360  0.23
8 H 1.69789 0.14378 -2.84110  0.21
9 H 2.17156 0.78396 1.53099  0.34
10 H 2.22183 -0.92143 2.08598  0.25
11 H 0.65208 -0.08303 1.88919  0.25
12 C -1.57527 1.70546 0.65680  -1.22
13 C -1.51308 0.37209 0.00172  0.19
14 N -1.39471 -0.68444 0.69280  -0.41
15 C -1.51069 -1.96854 0.07402  -0.81
16 H -0.60241 2.18736 0.54961  0.29
17 H -2.31194 2.34591 0.17581  0.38
18 H -1.78496 1.60677 1.71861  0.29
19 H -1.73924 0.34307 -1.07597  0.39
20 H -1.69211 -1.92326 -1.00937  0.31
21 H -2.32491 -2.51055 0.55840  0.34
22 H -0.58595 -2.51689 0.25844  0.23

Force components x, y, z for each atom (eV/Å):
H -0.057 -0.153 -0.085
N -0.408 0.103 0.222
C 1.957 -0.261 0.430
N -0.498 -0.325 0.159
O -0.478 0.321 -1.313
C -0.199 0.275 0.278
H 0.020 0.069 0.059
H -0.090 0.013 0.179
H 0.016 -0.103 0.000
H -0.047 0.008 -0.074
H 0.134 0.014 0.075
C 0.513 0.308 0.009
C -0.975 -0.644 0.448
N -0.167 0.882 -0.018
C 0.212 -0.200 -0.298
H 0.003 0.128 -0.002
H -0.127 -0.010 0.009
H -0.090 -0.055 0.015
H 0.289 -0.151 -0.006
H -0.011 -0.019 0.024
H 0.034 -0.053 -0.062
H -0.028 -0.146 -0.050

**SMILES**: [H]/N=C(\N)OC.C/C=N/C
**Charge**: 0
**Maximum force**: 2.02 eV Å⁻¹
**Orbital gap**: 10.164 eV
**Energy relative to the best compared isomer or geometry (same formula, charge and spin)**: 1.720 eV
**E**: -437.790896 hartree

=====

(4)
ORCA calculation (ωB97M-V/def2-TZVPD) on a structure of composition C5H13N3O.

Each line ends with the Mulliken charge.
Atoms and positions in Å:
1 C 0.28020 -1.88396 0.79280  -0.35
2 C -1.15074 -2.03481 0.35323  -0.92
3 N 1.12682 -0.72992 -0.24156  -0.66
4 H 2.10280 -0.72876 0.03787  0.31
5 H 1.05158 -0.92707 -1.23961  0.32
6 H 0.87741 -2.76611 0.54040  0.39
7 H 0.39577 -1.63014 1.84130  0.31
8 H -1.24058 -1.98358 -0.73193  0.25
9 H -1.76647 -1.24481 0.77184  0.22
10 H -1.52996 -3.00332 0.69061  0.38
11 C 1.49770 1.91487 -0.18637  -1.70
12 C -0.63980 0.97676 -1.11484  -0.02
13 C 0.35875 0.93117 0.05227  1.59
14 N -1.87385 1.35417 -0.73479  -0.33
15 N -0.23485 0.84398 1.25613  -1.02
16 O -0.31646 0.69984 -2.25941  -0.67
17 H -2.64346 1.27182 -1.37678  0.26
18 H -2.03042 1.42426 0.26210  0.28
19 H 0.42093 1.03485 2.01280  0.20
20 H 1.13006 2.93854 -0.09825  0.38
21 H 2.28007 1.76739 0.55930  0.40
22 H 1.90451 1.77483 -1.18710  0.38

Force components x, y, z for each atom (eV/Å):
C 1.898 1.085 -2.818
C -0.051 0.256 -0.050
N -1.579 -1.563 1.841
H -0.008 -0.032 -0.024
H -0.105 -0.450 0.149
H -0.179 0.037 0.240
H 0.220 0.567 -0.273
H 0.018 -0.152 -0.029
H 0.021 0.052 0.054
H 0.040 0.046 -0.042
C 0.251 -0.625 -0.182
C -0.114 -0.467 0.127
C -0.955 0.786 2.190
N -0.063 0.003 -0.014
N 0.205 0.290 -0.749
O 0.075 -0.068 -0.123
H 0.114 0.068 -0.089
H 0.126 -0.044 0.033
H 0.012 0.220 -0.205
H -0.117 -0.139 -0.001
H 0.033 0.032 0.001
H 0.160 0.099 -0.037

**Charge**: 0
**Maximum force**: 3.57 eV Å⁻¹
**Orbital gap**: 8.695 eV
**Energy relative to the best compared isomer or geometry (same formula, charge and spin)**: 2.452 eV
**E**: -437.763972 hartree

=====

(5)
ORCA calculation (ωB97M-V/def2-TZVPD) on the ion C5H13N3PS3 with charge +1.

Each line ends with the Mulliken charge.
Atoms and positions in Å:
1 C -2.37485 -1.28645 0.67559  -1.22
2 C -1.80430 -0.30339 -0.33694  -0.08
3 C -1.82680 -0.85943 -1.81444  -1.04
4 N -0.46198 0.02322 0.03728  0.00
5 C 0.41398 0.82034 -0.72025  -0.31
6 S 1.55790 -0.05986 -1.85927  -0.10
7 P 3.08433 -0.27340 -0.14326  0.53
8 S 4.65443 0.83332 -0.26519  -0.23
9 S 3.17119 -2.19714 0.62340  -0.15
10 N 2.17334 0.71312 0.90285  -0.61
11 N 1.25499 1.36936 0.45758  0.70
12 C 0.52771 2.20690 1.48212  -0.75
13 H -1.70431 -2.17167 0.85154  0.35
14 H -2.83055 -0.87922 1.71543  0.27
15 H -3.32819 -1.71726 0.31547  0.37
16 H -2.32786 0.58289 -0.36123  0.38
17 H -1.09643 -1.73437 -1.73467  0.26
18 H -1.51457 -0.01562 -2.49253  0.29
19 H -2.87090 -1.21584 -1.92557  0.43
20 H -0.15491 -0.87911 0.26946  0.17
21 H -0.08616 1.64369 -1.20984  0.55
22 H 4.43660 -2.03400 0.48394  0.22
23 H -0.42014 1.73893 1.91973  0.28
24 H 0.21816 3.11500 0.95416  0.35
25 H 1.30930 2.57999 2.17464  0.35

Force components x, y, z for each atom (eV/Å):
C -1.924 -0.379 1.981
C -0.311 -0.992 -1.625
C 0.302 -0.424 2.084
N -0.382 0.504 0.329
C 0.419 -1.073 0.262
S 1.053 0.015 1.578
P 0.049 0.525 -2.308
S -0.259 -0.805 -0.175
S -1.884 0.477 -0.206
N 0.265 0.374 0.897
N -1.671 -0.427 1.570
C -0.291 1.504 -0.200
H -0.453 0.892 0.011
H 1.894 -0.453 -2.197
H 0.596 0.079 -0.408
H -1.668 2.001 0.224
H -0.983 1.035 -0.983
H -0.397 -1.298 0.300
H 0.781 0.206 -0.765
H 1.919 -1.122 0.489
H -0.051 0.204 -0.124
H 1.980 -0.088 0.049
H 1.901 0.208 -0.635
H -0.185 -0.170 -0.096
H -0.700 -0.793 -0.053

**SMILES**: CC(C)N[C@@H]1S[P@](=S)(S)N=[N+]1C
**Charge**: +1
**Maximum force**: 2.94 eV Å⁻¹
**Orbital gap**: 7.296 eV
**Energy relative to the best compared isomer or geometry (same formula, charge and spin)**: 0.000 eV
**E**: -1898.170161 hartree

=====

(6)
ORCA calculation (ωB97M-V/def2-TZVPD) on a cluster of 2 separate species, C5H13N3S in total.

Each line ends with the Mulliken charge.
Atoms and positions in Å:
1 C -0.08902 -0.45183 1.02141  -0.16
2 C 1.12421 3.57526 1.02363  0.40
3 C 0.67653 -2.54479 -0.76805  -1.00
4 C -1.47301 -1.75943 -1.74283  -0.86
5 C -0.21400 -0.29486 -0.28907  -0.33
6 N 0.04029 3.82885 0.46743  -0.28
7 N 1.92180 3.20830 1.78336  -0.09
8 N -0.03141 -1.39613 -1.23381  0.10
9 S -0.41105 0.72306 2.31785  -0.24
10 H 0.09063 -1.34694 1.54176  0.32
11 H 1.15623 -3.22874 -1.47663  0.35
12 H 1.55869 -2.26170 -0.14319  0.41
13 H 0.00670 -3.29857 -0.18192  0.36
14 H -2.06596 -0.86398 -1.99727  0.34
15 H -1.44736 -2.37970 -2.59744  0.42
16 H -2.03901 -2.38027 -1.02514  0.36
17 H -0.61344 0.62733 -0.80389  0.32
18 H -0.80077 3.57480 0.88994  0.29
19 H -0.00583 4.28577 -0.49087  0.32
20 H -0.43542 -0.12277 3.41513  0.22
21 H 2.67123 3.57024 2.41261  0.38
22 H 0.37997 -1.06389 -2.12302  0.38

Force components x, y, z for each atom (eV/Å):
C -0.814 0.983 0.852
C 1.215 -0.387 2.442
C 1.357 -3.610 2.744
C -0.729 0.025 0.893
C -0.250 1.451 -0.090
N -0.358 1.766 -4.470
N 1.808 0.554 0.022
N -2.708 0.407 -2.175
S -0.118 -0.171 -0.114
H 0.637 -1.455 -0.259
H -0.591 0.762 -0.879
H -0.982 0.085 -0.229
H 0.958 1.829 -0.733
H 0.669 -0.206 0.332
H 0.729 -0.518 -1.174
H 0.666 0.683 0.297
H 0.677 -1.148 0.776
H -1.755 -0.354 1.055
H 0.109 -0.769 1.587
H 0.114 0.451 -1.071
H -0.912 -0.524 -0.541
H 0.280 0.145 0.736

**Charge**: +2
**Maximum force**: 4.82 eV Å⁻¹
**Orbital gap**: 8.789 eV
**Energy relative to the best compared isomer or geometry (same formula, charge and spin)**: 2.831 eV
**E**: -760.055505 hartree